Molecular formula: C4H16N2O6
Method: DFT, wB97M-V/def2-TZVPD

Structure (ORCA input):
```
! RIJCOSX wB97M-V def2-TZVPD def2/J DEFGRID3
* xyz 0 1
O 1.5213 -0.6618 -2.6710
O -0.7873 -2.2968 0.8980
O -2.2398 0.1621 1.2025
O -0.1434 -3.3446 -1.5719
O 2.0417 -2.6384 2.0650
O -0.5892 1.8189 2.6761
N -0.5102 2.7545 0.6084
N 0.2403 0.1430 -1.1342
C 0.0578 2.1377 1.7163
C 0.3694 2.6960 -0.6708
C 0.9186 -0.9535 -1.6471
C 0.1098 1.4394 -1.7261
H 1.6619 -1.6760 1.8423
H 1.4309 2.6301 -0.3735
H 0.5146 1.7076 -2.7282
H -0.7748 -1.3771 0.5828
H -0.2537 -3.1127 -0.5762
H -1.5599 2.6094 0.5590
H -0.9794 1.5843 -2.0605
H 0.9808 1.6726 1.6903
H 0.2093 3.6790 -1.2412
H -0.5864 -2.6731 -1.9571
H 1.1806 -1.8256 -0.9939
H 2.6416 -2.8334 1.2211
H -0.3489 -0.0097 -0.3140
H -3.1470 0.4272 1.0678
H -1.8530 0.4512 2.0220
H -0.1058 -2.5103 1.5143
*
```

Maximum force   5.61 eV/Å
Relative energy (zero: lowest compared OMol25 entry of this formula, charge and spin)   77.7 kcal/mol
Structure (SMILES)   O=CNCCNC=O.O.O.O.O
LUMO   0.1 eV
Gap between HOMO and LUMO   9.921 eV


Molecular formula: C4H16N2O6
Method: DFT, wB97M-V/def2-TZVPD

Structure (ORCA input):
```
! RIJCOSX wB97M-V def2-TZVPD def2/J DEFGRID3
* xyz 1 2
O 1.1970 -1.7709 0.6586
O 3.6723 1.8847 -0.3916
O -3.2451 0.8229 -0.0077
O -1.2303 -1.8526 -1.9434
O -3.5953 -1.6442 -0.6020
O -1.2731 -2.0573 1.6212
N 1.5859 1.8367 0.6098
N 2.1802 -0.5862 -1.0316
C 1.7036 -0.7277 0.3203
C 1.9038 0.5654 1.2585
C 0.1947 2.2648 0.5620
C 2.5051 2.3231 -0.3100
H -0.4774 1.4170 0.2373
H -0.8470 -2.7612 -1.9347
H -0.6179 -2.7311 1.6800
H -3.0284 -0.0174 -0.3299
H -0.0725 3.1268 -0.1174
H -2.9184 -1.9193 -1.2209
H -0.9599 -1.2756 1.2051
H 2.9361 0.1221 -1.3024
H 2.2281 3.2389 -0.7212
H 1.2896 0.3308 2.1870
H 2.2743 -1.3745 -1.5576
H -3.5293 -2.0446 0.2755
H -0.3512 2.5235 1.5081
H 2.9800 0.6722 1.3539
H -3.4996 1.0872 -0.9006
H -1.0053 -1.4535 -1.1064
*
```

Maximum force   5.70 eV/Å
Relative energy (zero: lowest compared OMol25 entry of this formula, charge and spin)   29.0 kcal/mol
LUMO (spin up / spin down)   -4.5 / -9.4 eV
Gap between HOMO and LUMO (spin up / spin down)   9.134 / 4.158 eV


Molecular formula: C4H16N4
Method: DFT, wB97M-V/def2-TZVPD

Structure (ORCA input):
```
! RIJCOSX wB97M-V def2-TZVPD def2/J DEFGRID3
* xyz 0 1
N -1.0047 -1.0153 -0.9615
N 1.3218 -1.2845 -1.4286
N 0.4608 2.3453 0.1716
N 0.5603 -0.2283 0.6006
C 0.2952 -1.2885 -0.3797
C -0.7132 2.8884 -0.4674
C -0.7021 0.2372 1.6414
C 0.2770 -2.6794 0.2607
H -0.5389 -2.7375 0.9774
H -1.1788 -1.6762 -1.7094
H 2.2274 -1.5552 -1.0609
H -1.3289 2.0777 -0.8628
H 0.1311 -3.4363 -0.5074
H 1.2210 -2.8826 0.7676
H -1.0157 -0.0763 -1.3456
H -1.5538 0.3824 0.9886
H -0.4518 1.1331 2.1886
H 1.0908 3.1010 0.4585
H 0.7202 1.1352 0.1052
H -0.7845 -0.6266 2.3045
H 1.4074 -0.3520 -1.8205
H -0.4798 3.5535 -1.3132
H -1.3428 3.4444 0.2457
H 1.3822 -0.4594 1.1465
*
```

Maximum force   3.68 eV/Å
Relative energy (zero: lowest compared OMol25 entry of this formula, charge and spin)   42.2 kcal/mol
Structure (SMILES)   CNC(C)(N)N.CN
LUMO   0.9 eV
Gap between HOMO and LUMO   8.122 eV


Molecular formula: C4H16N4
Method: DFT, wB97M-V/def2-TZVPD

Structure (ORCA input):
```
! RIJCOSX wB97M-V def2-TZVPD def2/J DEFGRID3
* xyz 0 1
N 0.1338 -0.0536 2.2173
N -2.4912 -0.2900 0.0920
N -2.4908 -0.0809 -1.3568
N -0.3273 1.7425 0.8358
C 1.7500 -1.4462 0.0790
C 0.5813 0.6562 1.0491
C 0.8221 -0.2852 -0.2760
C 1.4439 0.5645 -1.3835
H 1.7386 -0.0640 -2.2289
H 2.3344 1.0842 -1.0199
H -3.4408 0.1665 -1.6333
H 1.5748 1.0694 1.2764
H -1.5985 -0.7580 0.2933
H 0.7421 1.3104 -1.7549
H -1.2705 1.3629 0.6160
H 2.0506 -1.9842 -0.8206
H 0.6549 -0.9049 2.3724
H -1.9363 0.7579 -1.5290
H 2.6510 -1.0792 0.5721
H -0.0137 2.3366 0.0799
H 1.2634 -2.1627 0.7403
H -0.0991 -0.7099 -0.6865
H -3.2156 -0.9790 0.2878
H -0.8571 -0.2534 2.1779
*
```

Maximum force   1.86 eV/Å
Relative energy (zero: lowest compared OMol25 entry of this formula, charge and spin)   29.1 kcal/mol
Structure (SMILES)   CC(C)C(N)N.NN
LUMO   1.0 eV
Gap between HOMO and LUMO   9.574 eV


Molecular formula: C4H16N4
Method: DFT, wB97M-V/def2-TZVPD

Structure (ORCA input):
```
! RIJCOSX wB97M-V def2-TZVPD def2/J DEFGRID3
* xyz 1 2
N -0.8219 -2.3683 1.0999
N 0.8841 1.8937 -2.6337
N -0.2901 -0.8777 2.8523
N -1.4854 -0.0224 0.8988
C 2.0887 1.9065 -1.7130
C -2.3737 -0.3521 -0.2219
C 2.5058 0.5355 -1.1595
C -0.8828 -1.0610 1.6271
H 1.8198 2.4809 -0.8057
H 3.5586 0.6402 -0.8569
H -1.0824 -2.6043 0.1563
H -1.8959 -0.2269 -1.2143
H 0.0923 1.5014 -2.1196
H -1.8378 0.7069 1.4927
H 2.9585 2.4424 -2.1063
H 0.7794 2.8392 -2.9936
H -3.2292 0.3585 -0.2591
H -0.1473 0.0599 3.1953
H 0.4429 -1.5351 3.0759
H 2.3774 -0.1070 -2.0220
H -0.0805 -3.0105 1.3279
H 1.7827 0.2038 -0.4502
H -2.6900 -1.4090 -0.1534
H 1.2293 1.2176 -3.3591
*
```

Maximum force   3.51 eV/Å
Relative energy (zero: lowest compared OMol25 entry of this formula, charge and spin)   13.3 kcal/mol
LUMO (spin up / spin down)   -3.0 / -2.9 eV
Gap between HOMO and LUMO (spin up / spin down)   3.415 / 10.803 eV


Molecular formula: C4H16N4P
Method: DFT, wB97M-V/def2-TZVPD

Structure (ORCA input):
```
! RIJCOSX wB97M-V def2-TZVPD def2/J DEFGRID3
* xyz 1 1
P -2.1515 -0.1038 -0.0623
N -1.1833 1.2031 0.4317
N -3.2900 -0.2580 1.2335
N 0.0784 -2.2094 0.2863
N -3.1413 0.1427 -1.3186
C 1.1672 1.0844 -0.7690
C 1.6409 0.0701 0.2741
C 2.9594 -0.5619 0.2847
C -0.1297 1.8253 -0.3433
H -1.1854 1.3107 1.4035
H 1.3077 0.4072 1.3272
H -3.9798 -0.3259 -1.2093
H -0.6525 2.0487 -1.3061
H -2.6571 -0.5820 1.9617
H 0.6770 -1.0576 0.2051
H -2.7128 0.0144 -2.2417
H 1.9672 1.8550 -0.9237
H -3.8006 -1.0345 0.9756
H 0.6303 -2.6892 0.9859
H 3.2545 -0.7005 -0.6946
H 0.3704 -2.7030 -0.5113
H 3.8511 0.0161 0.7709
H 0.1882 2.8253 0.1551
H 1.0053 0.6475 -1.8210
H 2.9578 -1.3622 0.9415
*
```

Maximum force   4.02 eV/Å
Relative energy (zero: lowest compared OMol25 entry of this formula, charge and spin)   94.5 kcal/mol
LUMO (spin up / spin down)   -5.7 / -4.1 eV
Gap between HOMO and LUMO (spin up / spin down)   5.857 / 8.566 eV


Number 1: M 188.18 g mol⁻¹. Number 2: M 188.18 g mol⁻¹. Number 3: M 120.20 g mol⁻¹. Number 4: M 120.20 g mol⁻¹. Number 5: M 120.20 g mol⁻¹. Number 6: M 151.17 g mol⁻¹.